# 1
Formula: C4H7N3
Source: the OMol25 dataset
Level of theory: the ωB97M-V functional and the def2-TZVPD basis

The geometry in ORCA input format:
```
! RIJCOSX wB97M-V def2-TZVPD def2/J DEFGRID3
* xyz 0 1
C -1.4246 1.2421 -0.7451
C 0.2492 -2.3347 -0.2261
C 1.4178 1.3570 0.3504
C -0.5397 -0.3348 0.5690
N -1.4118 0.7367 0.4959
N -0.4623 -1.3029 -0.4391
N 1.1632 0.2584 0.9288
H -1.9357 2.1515 -0.9570
H -0.8112 0.8001 -1.4649
H 0.1694 -3.1559 -0.8969
H 0.8295 -2.5144 0.6149
H 2.3367 1.9616 0.4594
H 0.7051 1.8586 -0.2772
H -0.2857 -0.7234 1.5879
*
```

E_LUMO (spin up / spin down) = 0.22 / 0.22 eV
maximum force = 5.44 eV/A
highest occupied orbital energy (spin up / spin down) = -9.058 / -9.057 eV


# 2
Formula: C5H3NO4
Source: the OMol25 dataset
Level of theory: the ωB97M-V functional and the def2-TZVPD basis

The geometry in ORCA input format:
```
! RIJCOSX wB97M-V def2-TZVPD def2/J DEFGRID3
* xyz 0 1
C -0.4032 1.6869 1.7088
C -0.4407 0.5663 0.8008
C -0.5713 -0.8345 1.1189
C -0.0161 -1.4430 -0.0572
C 0.1329 -0.2914 -1.0220
H -0.2297 1.6585 2.9326
H -0.5955 -1.4021 2.0702
H 0.2367 -2.6433 -0.2513
N 0.6362 -0.3345 -2.2927
O -0.4734 2.8616 0.9836
O -0.1598 0.9382 -0.4081
O 1.9292 0.5134 -2.3554
O -0.0454 -1.2760 -3.2283
*
```

E_LUMO = -3.08 eV
structure (SMILES) = O=Cc1ccc([N+](=O)[O-])o1
maximum force = 8.35 eV/A
highest occupied orbital energy = -9.651 eV


# 3
Formula: C5H8N2
Source: the OMol25 dataset
Level of theory: the ωB97M-V functional and the def2-TZVPD basis

The geometry in ORCA input format:
```
! RIJCOSX wB97M-V def2-TZVPD def2/J DEFGRID3
* xyz 0 1
C -0.0544 0.9140 -1.4078
C -0.5912 -0.1792 -0.5109
C 0.5569 -1.6988 -0.0098
N 0.5337 -1.0971 1.2592
C -0.4048 -0.0371 1.0169
C 0.0607 1.2360 1.4982
N 0.4572 2.2617 1.8410
H 0.9846 1.1682 -1.1569
H -0.0838 0.6339 -2.4670
H -0.6505 1.8229 -1.2699
H -1.6073 -0.4710 -0.7746
H 0.8055 -1.0290 -0.8762
H -0.1641 -2.4833 -0.1026
H 1.4747 -0.7643 1.3930
H -1.3173 -0.2769 1.5673
*
```

E_LUMO = 0.77 eV
maximum force = 4.66 eV/A
highest occupied orbital energy = -8.901 eV


# 4
Formula: C5H11NO
Source: the OMol25 dataset
Level of theory: the ωB97M-V functional and the def2-TZVPD basis

The geometry in ORCA input format:
```
! RIJCOSX wB97M-V def2-TZVPD def2/J DEFGRID3
* xyz 0 1
C -0.4806 0.7086 -1.9464
O -1.3489 1.7265 -1.4846
C 0.6811 0.6162 -0.9272
C 0.6683 -0.7670 -0.2134
C 0.2889 -0.7687 1.2438
C -0.4672 0.1301 1.8705
N 0.8261 -1.8860 1.9030
H -0.9612 -0.2679 -1.9207
H -0.1079 0.9209 -2.9524
H -2.1967 1.6877 -1.9506
H 0.4104 1.3677 -0.1918
H 1.6710 0.7170 -1.3536
H 1.6977 -1.1480 -0.2334
H 0.1158 -1.5253 -0.7687
H -0.7827 1.0682 1.4439
H -0.8192 -0.1344 2.8633
H 1.8023 -2.0449 1.6843
H 0.8503 -1.7727 2.9109
*
```

E_LUMO = 1.02 eV
structure (SMILES) = C=C(N)CCCO
maximum force = 1.85 eV/A
highest occupied orbital energy = -8.250 eV


Values for energy relative to the best compared isomer or geometry (same formula, charge and spin), kcal per mole, ordered as above
95.98, 196.76, 101.30, 43.59